The following is a quantum chemistry calculation of C4H7NS in the gas phase at a distorted geometry, from OMol25.

The geometry in XYZ format:
```
13
Properties=species:S:1:pos:R:3:forces:R:3
C 0.33193 1.76633 1.20976 -4.7 -4.9 -5.3
C 0.42240 0.38119 0.94160 1.4 2.5 1.2
N -0.09587 -0.20349 -0.23538 1.4 -2.8 -0.7
C 0.53355 -1.51783 -0.66127 -0.3 -0.9 4.4
C -1.07766 0.30000 -0.93227 -3.1 2.9 0.9
S -1.99038 -0.29712 -2.17357 0.9 0.1 0.4
H -0.63038 2.26873 0.57436 3.6 -0.6 2.2
H 0.76087 2.10564 2.03949 1.4 1.8 3.2
H 1.04686 -0.39608 1.57435 -1.3 2.1 -1.3
H 0.81922 -1.70859 -1.65626 0.4 0.9 -1.3
H 1.37754 -1.53794 0.10313 -0.5 -0.5 -1.7
H -0.07432 -2.46484 -0.40867 0.2 1.8 -0.1
H -1.42376 1.30399 -0.37528 0.4 -2.3 -1.8
```
Positions in Å, forces in eV/Å.

Maximum force (eV Å⁻¹): 8.60
Total energy (eV): -16583.85270
Spin multiplicity: 1
ΔE to the lowest compared entry with this formula, charge and spin (kJ/mol): 297.0